{"formula": "C8H6N4O", "method": "the ωB97M-V functional and the def2-TZVPD basis", "spin_multiplicity": 1, "charge": 0, "e_above_lowest_kcal_mol": 0.0, "energy_ha": -602.63001, "smiles": "[H]/N=C1\\O[C@@H](C)C(C#N)(C#N)[C@H]1C#N", "elements": ["C", "C", "C", "C", "C", "C", "C", "C", "N", "N", "N", "N", "O", "H", "H", "H", "H", "H", "H"], "coordinates": [[-0.851, -1.779, -0.799], [-1.687, 1.042, -0.858], [-1.332, 0.981, 1.519], [0.694, -1.229, 0.900], [-0.718, -1.055, 0.408], [0.733, 0.919, 0.142], [-0.875, 0.443, 0.196], [1.149, 1.001, -1.351], [-0.891, -2.148, -1.873], [-2.306, 1.477, -1.713], [-1.558, 1.457, 2.548], [1.144, -2.319, 1.347], [1.378, -0.054, 0.819], [-1.479, -1.380, 1.144], [0.775, 1.889, 0.812], [2.061, 1.650, -1.430], [0.317, 1.345, -2.080], [1.486, -0.026, -1.663], [1.963, -2.213, 1.931]]}